[1]
# C46H41BrCoN7O5S3

C46H41BrCoN7O5S3 as an isolated structure (wB97M-V/def2-TZVPD, the OMol25 dataset).

Atoms and positions in Å:
1 C 0.35906 -0.23881 5.64554
2 N -2.30886 2.63704 0.46816
3 H 1.57361 2.33969 -5.45680
4 H 1.67721 -4.88406 2.73498
5 C -2.61193 -2.88640 8.41491
6 H -2.72187 -3.21406 -4.09539
7 C 1.10890 -1.03496 -2.66415
8 H -4.91348 2.58745 3.72392
9 H 2.33688 3.81628 2.59995
10 C -1.18850 -1.38412 9.61282
11 N 1.44904 -1.85546 -0.56845
12 H -3.04281 3.21724 0.84668
13 H -1.59267 6.22496 3.24972
14 H 1.38456 -2.79302 -0.94530
15 H 3.61222 -4.35541 3.77773
16 H -1.91937 4.80366 4.28262
17 N -3.97918 1.53964 -0.67973
18 N 1.10403 -0.85725 -1.39673
19 C 4.49701 -2.42722 3.44454
20 O -2.17414 4.49762 2.24978
21 C -0.97642 3.89996 1.97055
22 C -1.04755 2.86690 1.01766
23 H -6.73347 3.46583 2.43552
24 C -2.18772 -2.64046 -2.09716
25 N -0.83216 -0.78067 5.96136
26 C -0.19256 2.13056 -8.33214
27 N -1.76396 -0.90878 4.94477
28 C -6.98214 4.23672 0.44836
29 C -0.75108 -0.82823 8.41902
30 C -2.69625 1.72204 -4.66479
31 H 0.71354 -1.31057 -5.14194
32 C -2.75477 -1.09290 -3.85744
33 C 0.23309 4.23280 2.54106
34 H -1.74475 -1.72446 -0.18738
35 C 1.38868 3.55495 2.15026
36 C 1.14407 -1.67335 0.87508
37 H -7.76240 4.92428 0.74725
38 H -7.03355 4.83225 -1.61241
39 C 0.60871 2.66539 -7.33313
40 C -4.98048 2.48229 -0.30661
41 H -3.34270 -3.68462 8.40285
42 C -1.31814 -0.45961 3.81106
43 H 5.13964 -0.44269 2.93512
44 C 0.71163 -0.24652 -4.92034
45 H -0.66179 -0.95566 -7.03300
46 H -3.05145 0.98212 -5.37986
47 H -1.25540 0.39230 -9.00763
48 H 0.29202 4.99868 3.29975
49 C -2.66392 1.64730 -0.35138
50 O 0.69877 -0.39275 1.09163
51 H 1.33168 -2.01455 -3.08556
52 C -2.22589 5.34483 3.38440
53 S 0.33991 0.15453 3.96236
54 H 0.99068 3.67310 -7.42698
55 H -0.79726 -0.99607 10.54439
56 H -5.21540 3.26480 -2.26994
57 C 0.86210 0.03320 -3.61908
58 H -3.31389 2.61351 -4.74735
59 C 0.45594 0.60960 -6.08018
60 C 2.35475 -1.96027 1.72927
61 H -4.16554 1.00897 -1.51478
62 H -2.44506 -2.84580 10.55710
63 C -5.14368 1.63775 3.23172
64 H 5.31159 -2.60460 4.13381
65 C 0.09286 2.16891 0.67594
66 C 0.93323 1.91474 -6.21451
67 C -2.54802 -0.01970 -2.99764
68 H -0.03410 -0.02379 8.42110
69 S 1.72579 0.03686 6.57130
70 C 1.32076 2.52650 1.23514
71 H -3.08006 -0.92109 -4.87327
72 S -2.23090 -0.43640 2.36439
73 C 3.54318 -3.41035 3.25087
74 O 1.51957 -4.13035 2.15726
75 Co -0.00017 0.54110 -0.22133
76 C -1.24436 -1.31705 7.21478
77 H -3.26106 5.66262 3.47774
78 H -4.53739 0.84580 3.66406
79 N -1.77709 0.77502 -0.79067
80 H 3.21506 -0.03837 1.43189
81 C -1.99852 -1.57582 -1.23323
82 C -2.11332 -2.41521 9.62154
83 C -6.57631 4.18844 -0.87456
84 Br 0.77105 1.77746 -2.88453
85 C -5.40944 2.51732 1.03554
86 C 4.40026 -1.21481 2.77474
87 C 3.33010 -0.99301 1.92753
88 O -2.80568 1.28422 -3.31540
89 H 0.34980 -2.38645 1.13415
90 H -2.57859 -2.69703 6.27437
91 O -4.77139 1.68072 1.86226
92 H -2.07352 -3.65441 -1.73937
93 H -6.20843 1.41286 3.33868
94 C -0.31340 0.06753 -7.11384
95 H -0.44718 2.72423 -9.19991
96 H 2.21690 1.98381 0.96773
97 C 2.47858 -3.17835 2.38835
98 C -2.55517 -2.39168 -3.41228
99 C -2.14669 -0.26398 -1.67809
100 C -0.64722 0.82421 -8.22391
101 H -1.65912 1.97268 -4.89126
102 C -5.56368 3.31369 -1.24499
103 C -6.40445 3.41571 1.40773
104 C -2.18659 -2.34388 7.21535

Results
LUMO level (alpha / beta): -0.93 / -0.95 eV
relative energy (zero: lowest compared OMol25 entry of this formula, charge and spin): 181.8 kJ/mol
orbital gap (alpha / beta): 5.10 / 5.08 eV

=====

[2]
# C41H40AsN8O2PdSb

C41H40AsN8O2PdSb as an isolated structure (wB97M-V/def2-TZVPD, the OMol25 dataset).

Atoms and positions in Å:
1 H 3.82072 0.90052 2.72477
2 O 1.53607 1.18066 -1.81130
3 H -0.06639 -3.34487 -3.43572
4 N -1.47062 2.05634 2.55025
5 H 5.04183 -1.40156 -0.72836
6 H -2.76369 3.43939 -3.82818
7 H -3.44060 -2.67304 3.04400
8 C -4.63293 1.75787 6.57984
9 C -2.26222 -4.65603 1.47888
10 C 4.04509 2.58151 -0.00802
11 N -4.89013 -1.09027 6.90832
12 H 4.47630 0.12562 -4.18393
13 C 0.55415 -2.71768 -3.98853
14 Pd 0.72374 -0.15288 -0.44053
15 N -0.36158 0.80677 1.19425
16 C -3.19199 -6.08262 4.95648
17 H -4.29518 -4.98530 6.51614
18 C -3.33289 1.27393 4.46328
19 C -0.56269 3.16289 -6.34431
20 C -2.76906 -4.74491 2.92169
21 N -1.25431 -3.66290 1.21620
22 C 4.46503 1.16454 -4.33393
23 C -3.80189 -4.99122 5.53176
24 C 4.10271 0.09665 2.01090
25 H -2.88515 0.41943 3.98130
26 H 2.54207 -0.25238 -6.12557
27 C 0.63059 -2.74993 1.34409
28 H -5.20131 1.26324 7.40779
29 N -0.07290 -2.04373 0.38706
30 H 5.16975 2.69060 0.03292
31 N -4.77403 -2.42252 6.77245
32 H 0.71179 -4.08423 -5.69362
33 C 5.61583 1.78181 -4.87029
34 H -2.08440 -6.91189 3.25050
35 H 0.31995 -1.15580 -2.55314
36 H 3.71406 2.88563 -1.01010
37 C 4.56922 -0.59514 -1.26989
38 H -0.84372 2.23929 -2.64145
39 C 0.48640 2.49372 -5.73278
40 C 1.73298 -2.19203 -5.97726
41 C 0.99940 -3.08667 -5.29027
42 H 5.25508 0.08556 -1.77851
43 H -1.79631 -5.60194 1.24337
44 H 4.59474 5.02974 -4.85580
45 C -4.03838 0.87353 5.65156
46 H 2.53191 3.97004 -4.23046
47 C -4.25903 -2.59975 5.53029
48 H 1.46055 2.29280 -6.22179
49 C -2.22668 3.12014 3.14904
50 C -1.21975 -2.69766 0.32347
51 H 5.20117 -0.01038 2.06205
52 C -3.04332 2.56847 4.30170
53 O -3.97247 -1.35804 4.96783
54 C -3.68267 3.49513 5.25912
55 C 3.38922 1.99669 -4.03474
56 As 1.76217 1.23597 -3.50138
57 H -1.46146 3.78557 3.56924
58 H -4.71048 3.78651 7.13928
59 C -4.42926 3.10439 6.34289
60 N -0.55672 1.43783 3.32373
61 C 0.06807 0.66197 2.46246
62 H 0.82967 0.01639 2.90023
63 H 3.67106 -0.77751 2.47807
64 C -1.82665 3.19112 -4.31396
65 C -0.78263 2.52492 -3.68172
66 C -3.91851 -3.77736 4.81257
67 H -2.56232 3.91692 -6.18060
68 H -0.42851 3.41589 -7.37101
69 C 5.68254 3.13112 -5.08495
70 C 2.02416 -0.91492 -5.44732
71 N -0.04054 -3.72996 1.85088
72 H -3.12543 -4.46327 0.83301
73 H 3.85203 -0.95776 -1.96279
74 C 0.38511 2.16803 -4.38167
75 H 3.63097 3.24065 0.75176
76 C 3.39208 3.32670 -4.37692
77 C -1.75499 3.38008 -5.69085
78 H 6.58200 3.67613 -5.43612
79 H -3.58847 4.57717 5.09005
80 C 4.54965 3.92725 -4.88168
81 C -4.35790 -0.46748 5.83643
82 H -2.02136 -2.40232 -0.34094
83 H 2.07016 -2.34897 -7.02073
84 H -2.86696 3.65707 2.45493
85 H 6.45845 1.10618 -5.03521
86 H -1.95320 2.07378 0.46632
87 H -3.20157 -7.08570 5.47314
88 C -3.41681 -3.69401 3.50504
89 C -1.31943 1.71504 1.27859
90 C -2.56275 -5.98425 3.70619
91 H 1.65879 -2.52034 1.61862
92 Sb 3.41456 0.57974 0.13151
93 C 0.79626 -1.45957 -3.48514
94 C 1.56417 -0.54017 -4.20477

Results
charge: +4
LUMO level (alpha / beta): -11.39 / -15.16 eV
multiplicity: 5
relative energy (zero: lowest compared OMol25 entry of this formula, charge and spin): 142.6 kJ/mol
orbital gap (alpha / beta): 5.50 / 1.73 eV

=====

[3]
# C4H8ClN2

An isolated ion of composition C4H8ClN2 and charge +1 (wB97M-V/def2-TZVPD, the OMol25 dataset).

Atoms and positions in Å:
1 C 1.08386 -0.92400 1.40524
2 H -1.71103 -0.24616 -0.46020
3 C -0.10775 0.94488 0.10948
4 H 2.11764 -1.22310 1.61672
5 N 0.29556 2.19811 0.41971
6 H 1.16491 2.48592 0.60528
7 H 0.57870 -0.65255 2.30491
8 H -1.95933 1.59661 -0.38319
9 Cl 2.39713 0.49222 -0.68048
10 H 1.25364 -2.35852 -0.24632
11 N -1.39624 0.71727 -0.32529
12 C 0.89856 -0.10326 0.12523
13 C 0.48858 -1.54732 0.16488
14 H -0.32738 2.97628 0.26767
15 H -0.64191 -1.58670 -0.04853

Results
SMILES: NC(=[NH2+])C1(Cl)CC1
charge: +1
LUMO level: -4.35 eV
relative energy (zero: lowest compared OMol25 entry of this formula, charge and spin): 162.6 kJ/mol
orbital gap: 10.23 eV

=====

[4]
# C4H5N3O6

C4H5N3O6 in the gas phase (wB97M-V/def2-TZVPD, the OMol25 dataset).

Atoms and positions in Å:
1 O -1.14371 -0.90993 -0.42608
2 H 1.95014 -0.30574 2.36256
3 O 0.06676 -0.29768 -2.97170
4 O 0.94197 2.68539 -2.20327
5 H -1.86045 -1.28566 1.60798
6 O -1.73464 1.12066 0.48799
7 H 0.65690 0.67932 1.79464
8 C -0.08409 0.95460 -1.07052
9 N 0.62848 0.03470 -1.99386
10 O -0.32693 3.16672 -0.50267
11 O 1.69974 -0.30529 -1.59802
12 H 1.03151 -2.45336 1.42637
13 C 0.41542 -1.52321 1.42765
14 H -1.38958 -2.50801 0.48605
15 C 0.95988 -0.39162 1.87755
16 N -1.02393 0.55064 -0.27406
17 C -0.99471 -1.60681 0.84530
18 N 0.20725 2.39526 -1.27593

Results
SMILES: C=CCO[N+]([O-])=C([N+](=O)[O-])[N+](=O)[O-]
LUMO level: -1.33 eV
relative energy (zero: lowest compared OMol25 entry of this formula, charge and spin): 510.5 kJ/mol
orbital gap: 9.47 eV

=====

[5]
# CH6NO4

A 3-piece molecular cluster, CH6NO4 overall (wB97M-V/def2-TZVPD, the OMol25 dataset).

Atoms and positions in Å:
1 O 0.84934 -2.54953 -0.45396
2 H 1.34594 2.04439 0.24535
3 N 0.41763 1.66961 -0.00421
4 H -1.57797 0.42260 2.26257
5 O -2.02198 0.21079 1.43615
6 H 0.96468 -2.54651 -1.41889
7 C 0.42907 0.61158 -0.91924
8 H 0.29649 -1.70474 -0.37807
9 H -1.47438 -0.08659 0.74954
10 H -0.10753 1.59317 0.90098
11 O 1.40333 0.56575 -1.73495
12 O -0.52461 -0.23054 -0.68528

Results
charge: -1
LUMO level: 3.92 eV
relative energy (zero: lowest compared OMol25 entry of this formula, charge and spin): 51.8 kJ/mol
orbital gap: 9.00 eV

=====

[6]
# C3H5FN2

C3H5FN2 in the gas phase (wB97M-V/def2-TZVPD, the OMol25 dataset).

Atoms and positions in Å:
1 C 0.88024 0.02274 -1.41426
2 C -0.10435 -0.78774 -0.95932
3 N 0.15207 1.40731 0.89116
4 H -0.72998 -1.50926 -1.57908
5 H -0.85468 -0.03883 2.42058
6 H -0.94776 -1.67017 0.81418
7 H 1.02177 0.99593 -1.02631
8 N -0.73300 -0.57207 0.36380
9 C -0.44785 0.35292 1.32863
10 H 0.59320 2.02006 1.78264
11 F 1.17032 -0.22089 -2.62203

Results
SMILES: [H]/N=C/N/C=C/F
LUMO level: 0.63 eV
relative energy (zero: lowest compared OMol25 entry of this formula, charge and spin): 264.7 kJ/mol
orbital gap: 9.04 eV

=====

[7]
# C13H30AlIO3P2

C13H30AlIO3P2 as an isolated structure (wB97M-V/def2-TZVPD, the OMol25 dataset).

Atoms and positions in Å:
1 H 2.15903 -0.43923 2.98990
2 H 4.17304 -1.56890 0.21806
3 H 2.84126 1.05220 1.65791
4 P 2.46788 -0.02881 -0.51014
5 H -2.75228 2.26079 0.31346
6 H 4.24397 1.19455 0.55362
7 O 0.02470 2.96614 -1.02032
8 C 3.07464 -1.60689 0.16808
9 H -4.55763 0.21879 -1.66708
10 H 1.19017 -0.90695 4.39115
11 C -0.00040 -0.20393 2.73696
12 C -1.22935 -0.90697 3.29263
13 H 3.26810 1.03958 -2.53559
14 H 0.89550 1.77308 2.75391
15 H -2.82117 1.09774 1.66316
16 H 2.76124 -2.41868 -0.50142
17 H -1.24317 -1.94886 2.95643
18 C 0.00862 0.95587 -4.24155
19 H 0.90022 -0.57199 -5.28359
20 H 0.00374 0.65368 -6.26500
21 H -2.80957 -2.36797 -0.50676
22 C -3.50608 0.18341 -1.99419
23 H 3.35227 -0.74699 -2.65943
24 H -1.19815 -0.90197 4.39119
25 H -4.20030 -1.49241 0.22305
26 I -0.02215 -2.50252 -1.59209
27 H 1.22357 -1.95794 2.96285
28 H -3.24915 1.10324 -2.53067
29 O 0.01579 1.72591 -3.37174
30 C -3.10313 -1.55259 0.16741
31 H 2.79445 2.21268 0.30501
32 H -2.16573 -0.41918 2.99047
33 H 2.66038 -1.80081 1.16543
34 P -2.46731 0.01544 -0.50806
35 C 0.00029 0.07235 -5.33158
36 C -3.12488 1.27733 0.62479
37 C 0.01559 1.80923 -0.99974
38 O -0.00137 -0.27011 1.31084
39 C 0.00422 1.26226 3.14230
40 Al -0.00130 -0.24199 -0.46989
41 C 3.50834 0.11620 -1.99748
42 H -4.22067 1.26924 0.55904
43 H 4.56037 0.13274 -1.67074
44 H -3.36666 -0.68101 -2.65824
45 C 3.14860 1.22338 0.61930
46 H -2.68799 -1.75840 1.16198
47 H 0.00463 1.37207 4.22924
48 H -0.90963 -0.55758 -5.28145
49 C 1.22021 -0.91618 3.29415
50 H -0.88271 1.78096 2.75445

Results
charge: +2
LUMO level: -8.82 eV
relative energy (zero: lowest compared OMol25 entry of this formula, charge and spin): 0.0 kJ/mol
orbital gap: 6.10 eV

=====

[8]
# C28H38Br12NO3P

A 7-piece molecular cluster, C28H38Br12NO3P overall (wB97M-V/def2-TZVPD, the OMol25 dataset).

Atoms and positions in Å:
1 C 7.23269 -2.61792 -1.97239
2 C -3.11609 2.75793 0.15507
3 O -5.41351 6.19958 2.24856
4 C -4.89307 1.84610 1.77910
5 H -2.06751 3.96812 -1.32230
6 H 1.30094 0.10135 1.03622
7 Br 2.34076 -5.97634 0.83363
8 C 3.70114 -2.14621 0.05221
9 H -0.62422 -4.09345 -4.23197
10 C -0.44428 9.14693 -1.40423
11 C -0.67528 3.66445 0.44410
12 H 5.13277 -6.50734 1.61727
13 H 3.34701 -2.50657 -2.06458
14 H 5.09392 -8.01045 2.56124
15 C 2.88713 -2.67899 -1.09775
16 H -5.97504 -0.03542 1.30128
17 H -2.47515 -3.60159 1.86500
18 Br 6.05326 -4.89326 -0.68739
19 Br 4.39937 -0.36558 -0.33160
20 C -5.47088 2.34689 3.13434
21 P -6.09563 4.85594 2.21061
22 H 2.63181 0.75710 2.09156
23 Br -0.57487 7.37139 -2.19521
24 H -1.61820 -2.81840 0.51982
25 C -0.25816 2.34371 0.87695
26 H -2.86827 1.53822 -1.67503
27 C 1.95675 3.39196 1.53286
28 H 7.30971 -4.62356 -2.82484
29 H 3.13458 -2.07274 0.97859
30 C 4.61646 -7.45530 1.75426
31 H -6.05257 4.42641 0.85251
32 Br -2.98659 -3.44926 -3.77346
33 H 1.64498 9.29576 -2.00235
34 C -3.85941 2.85028 1.39553
35 O -6.07624 1.77217 3.98952
36 C 1.10682 2.22428 1.44199
37 C 7.39509 -4.11410 -1.86774
38 Br 1.71869 8.63900 0.40113
39 Br -3.62338 -1.50849 1.12740
40 C 1.50173 4.73860 1.11451
41 Br -4.77384 -4.99494 0.65673
42 C 0.99140 9.53674 -1.16688
43 H -1.75567 -4.91756 -5.32477
44 H 2.70040 -3.74553 -0.97477
45 Br 4.94106 -8.51445 0.15074
46 C -3.81433 3.88797 2.55749
47 C -3.42153 1.59598 -0.70658
48 H -0.21617 5.86048 0.19926
49 C -2.59265 -3.14945 0.88193
50 H -0.89189 -6.66189 -3.86597
51 H -0.94851 1.47060 0.76689
52 H -2.50359 4.83606 0.18375
53 H -3.60321 -3.55033 -1.00454
54 H 1.06780 10.60115 -0.94594
55 H -4.61948 -0.27106 -1.02031
56 C 3.14161 -7.29617 2.02205
57 O -2.89482 4.57869 2.85079
58 H 8.35263 -4.36492 -1.41193
59 H 2.16799 5.62416 1.19852
60 H -7.41940 5.04831 2.69217
61 H -0.90878 9.81536 -2.12875
62 Br 1.12041 -1.85839 -1.15090
63 Br -0.77585 -5.54573 -1.66849
64 H 2.97422 -6.91023 3.02739
65 H 4.58137 -2.76361 0.21828
66 H -1.04142 9.13372 -0.49501
67 C -1.53767 -5.90152 -3.42750
68 C -4.42262 0.58066 -0.33816
69 H -2.52757 -6.32271 -3.26425
70 H 0.90176 0.46142 2.76401
71 H 7.04897 -2.13717 -1.01282
72 N -5.14657 3.76906 3.20280
73 C 0.16922 4.87289 0.55724
74 C -3.24362 -4.06605 -0.11850
75 C -2.08343 3.86147 -0.20290
76 C -1.55078 -4.66123 -4.28567
77 C -5.20534 0.69060 0.96918
78 H 8.11037 -2.16881 -2.43655
79 C 1.53222 0.77894 1.89784
80 H 2.58019 -8.21897 1.89423
81 H 2.98129 3.25214 1.94969
82 H -2.54804 -4.85407 -0.41645
83 Br 5.74664 -2.14272 -3.13772

Results
SMILES: Cc1cccc(Cc2cccc3c2C(=O)N([PH2]=O)C3=O)c1.BrCCBr.BrCCBr.BrCCBr.BrCCBr.BrCCBr.BrCCBr
LUMO level: -0.45 eV
relative energy (zero: lowest compared OMol25 entry of this formula, charge and spin): 345.7 kJ/mol
orbital gap: 7.86 eV